1.
3 unconnected molecules or ions with the total composition C5H14NO4. Source: OMol25; level of theory: ωB97M-V/def2-TZVPD.

The geometry in XYZ format:
```
24
Properties=species:S:1:pos:R:3:forces:R:3
O -0.521 -1.748 -2.419 0.07 -0.62 0.82
C 0.579 -1.364 -2.136 0.61 2.42 -1.91
O 1.319 -0.659 -3.033 -0.89 -0.53 -0.12
C 1.306 -1.314 -0.836 -0.13 -2.34 1.03
C 1.922 0.010 -0.361 0.49 1.81 0.35
C 0.840 0.759 0.349 2.46 -0.63 0.05
C 0.890 0.881 1.763 -0.87 0.64 -1.82
N -0.106 1.718 2.297 -0.48 2.95 0.78
H 0.754 -0.574 -3.836 0.60 -0.11 0.21
H 0.678 -1.820 -0.065 0.31 0.59 -0.32
H 2.186 -1.986 -0.870 -0.30 0.16 -0.29
H 2.862 -0.168 0.169 -0.70 -0.44 1.23
H 2.439 0.677 -1.078 -1.22 -0.37 -0.93
H 0.116 1.349 -0.221 -0.24 -0.55 0.03
H 1.712 0.536 2.374 -0.12 -0.28 0.30
H -0.338 2.589 1.712 1.54 -0.33 0.54
H 0.053 2.043 3.280 -0.37 -0.45 -0.66
H -1.127 1.508 2.069 -1.39 -2.48 0.34
H -2.434 0.051 0.616 0.32 -0.06 0.01
H -3.345 0.492 1.746 0.13 0.37 0.36
O -2.474 0.695 1.373 0.39 0.09 -0.08
H -1.768 -1.522 -1.166 0.24 -0.34 0.45
H -3.097 -0.934 -1.197 -0.38 -0.08 0.52
O -2.447 -1.219 -0.530 -0.05 0.56 -0.93
```
Positions in Å, forces in eV/Å.

- total charge = +2
- multiplicity = 2

natural (NBO) population analysis, charges in e, atoms 1 to 8: -0.557, 0.793, -0.670, -0.520, -0.521, 0.174, 0.231, -0.797

---

2.
A gas-phase ion, C5H14NOS (charge +1). Source: OMol25; level of theory: ωB97M-V/def2-TZVPD.

The geometry in XYZ format:
```
22
Properties=species:S:1:pos:R:3:forces:R:3
C -0.351 -2.169 1.436 0.19 0.08 0.26
O 0.660 -2.606 2.347 0.01 -0.35 -0.45
C 0.099 -0.814 0.904 -0.32 -0.67 -0.57
C -0.650 -0.374 -0.334 0.01 0.12 -0.20
C -0.157 0.957 -0.913 -0.41 -0.42 0.34
S -1.514 1.762 -1.790 -0.08 0.02 -0.38
C -0.801 3.424 -1.973 -0.24 -0.12 0.41
N 1.577 -0.908 0.662 0.31 -0.97 -0.64
H -0.533 -2.847 0.603 0.31 -0.26 -0.06
H -1.293 -2.069 1.958 -0.29 0.20 0.10
H 0.717 -3.573 2.343 -0.11 0.28 0.16
H -0.024 -0.068 1.657 0.12 0.57 0.66
H -1.663 -0.220 -0.003 -0.59 -0.04 0.15
H -0.694 -1.158 -1.093 0.14 -0.03 -0.02
H 0.089 1.608 -0.071 0.43 0.07 -0.14
H 0.676 0.758 -1.588 0.26 0.39 0.03
H -0.836 3.796 -2.990 0.02 -0.19 -0.13
H 0.216 3.365 -1.617 0.34 0.17 -0.13
H -1.343 4.101 -1.323 -0.07 0.14 0.01
H 1.849 -1.740 0.125 -0.50 0.00 -0.18
H 2.044 -1.097 1.544 0.26 0.53 0.41
H 1.931 -0.128 0.117 0.20 0.49 0.40
```
Positions in Å, forces in eV/Å.

- SMILES = CSCC[C@H]([NH3+])CO
- total charge = +1

natural (NBO) population analysis, charges in e, atoms 1 to 8: -0.084, -0.743, -0.056, -0.440, -0.557, 0.220, -0.731, -0.676

---

3.
2 unconnected molecules or ions with the total composition C5H14NOS. Source: OMol25; level of theory: ωB97M-V/def2-TZVPD.

The geometry in XYZ format:
```
22
Properties=species:S:1:pos:R:3:forces:R:3
C 2.025 -0.264 0.653 -0.28 -2.39 -2.53
C 1.160 -0.548 -1.823 0.38 -1.81 -0.04
C -3.567 -0.146 -0.428 -1.58 3.43 -2.05
C 1.048 0.131 -0.491 4.38 -0.37 -1.07
C -0.999 -0.189 0.560 -2.61 -0.35 2.80
N -0.844 -1.509 1.285 -0.01 -2.12 -3.68
O -0.979 0.673 1.625 0.39 1.50 -2.06
S -1.904 0.216 -0.899 1.74 -0.40 0.42
H 1.647 0.174 1.499 -0.64 1.10 2.42
H 1.917 -1.393 0.773 0.68 1.11 0.00
H 3.128 -0.016 0.594 -1.20 -0.19 -0.46
H 2.286 -0.622 -1.992 -1.30 -0.19 -0.25
H 0.671 -0.094 -2.709 0.35 0.16 0.83
H 0.740 -1.635 -1.815 0.85 1.50 0.13
H -3.807 0.234 0.525 -0.28 0.55 1.13
H -3.672 -1.152 -0.466 -0.88 -3.05 -0.25
H -4.276 0.403 -1.211 1.55 -1.34 1.57
H 0.949 1.174 -0.535 -0.64 1.49 -0.06
H 0.115 -1.941 1.442 -0.75 0.92 -1.04
H -1.461 -2.204 0.765 1.20 0.64 0.83
H -1.179 -1.465 2.199 -1.25 0.62 2.22
H -0.972 1.563 1.167 -0.09 -0.80 1.16
```
Positions in Å, forces in eV/Å.

- total charge = +1
- multiplicity = 3

natural (NBO) population analysis, charges in e, atoms 1 to 8: -0.670, -0.700, -0.753, -0.125, 0.269, -0.748, -0.678, 0.322

---

4.
2 unconnected molecules or ions with the total composition C5H14NS. Source: OMol25; level of theory: ωB97M-V/def2-TZVPD.

The geometry in XYZ format:
```
21
Properties=species:S:1:pos:R:3:forces:R:3
C 1.703 -1.254 -2.068 0.02 -0.16 0.15
C 0.644 -2.003 -1.271 0.00 -0.02 -0.21
S -1.020 -1.503 -1.818 -0.01 -0.09 -0.18
H 1.633 -0.173 -1.950 -0.08 0.03 0.01
H 1.654 -1.506 -3.127 -0.04 0.05 0.01
H 2.673 -1.570 -1.686 0.14 0.08 -0.09
H 0.764 -3.071 -1.444 -0.05 -0.01 0.14
H 0.751 -1.788 -0.210 0.02 -0.07 0.07
H -1.725 -2.376 -1.083 0.05 0.00 0.01
C -0.217 0.693 2.649 -0.09 0.17 0.07
C -1.232 1.225 1.648 0.10 -0.29 -0.66
C -0.341 2.184 -0.464 0.14 0.24 -0.05
N -0.744 1.113 0.288 0.11 -0.07 -0.04
H 0.057 -0.335 2.411 -0.07 -0.07 0.00
H 0.690 1.292 2.593 0.04 0.02 0.10
H -0.614 0.718 3.666 0.07 0.02 0.01
H -2.176 0.674 1.706 -0.01 0.04 0.22
H -1.454 2.279 1.808 -0.02 0.01 0.19
H 0.074 2.026 -1.446 -0.07 -0.11 0.02
H -0.443 3.183 -0.073 -0.04 -0.05 0.08
H -0.676 0.194 -0.131 -0.22 0.27 0.14
```
Positions in Å, forces in eV/Å.

- multiplicity = 2

natural (NBO) population analysis, charges in e, atoms 1 to 8: -0.619, -0.505, -0.050, 0.216, 0.214, 0.218, 0.214, 0.206

---

5.
2 unconnected molecules or ions with the total composition C5H14NS. Source: OMol25; level of theory: ωB97M-V/def2-TZVPD.

The geometry in XYZ format:
```
21
Properties=species:S:1:pos:R:3:forces:R:3
C -2.625 -1.313 -0.275 -0.76 -0.01 -1.53
C -1.237 -0.721 -0.379 0.41 -0.08 0.38
C -0.190 -1.820 -0.559 0.56 0.06 0.21
S 1.548 -1.153 -0.556 -0.12 -0.13 0.35
H -3.404 -0.554 -0.290 0.05 0.25 0.28
H -2.850 -1.996 0.535 0.43 -0.06 0.28
H -2.806 -1.845 -1.229 0.01 -0.10 0.48
H -1.208 -0.008 -1.224 0.03 -0.33 0.12
H -0.953 -0.149 0.510 -0.23 -0.15 0.06
H -0.288 -2.338 -1.530 0.03 0.12 0.54
H -0.221 -2.544 0.273 -0.16 0.19 -0.56
H 1.862 -1.223 0.776 -0.40 -0.09 -0.64
C -0.127 2.219 0.701 -0.62 -0.03 -0.46
C 0.109 2.199 1.986 -0.90 0.13 0.30
N 0.944 1.947 -0.239 0.99 0.18 -0.08
H -1.102 2.254 0.214 0.27 0.14 0.35
H -0.751 2.247 2.644 0.22 0.16 0.13
H 1.085 2.111 2.416 0.42 -0.04 0.17
H 1.868 2.148 0.196 -0.64 0.06 -0.57
H 0.957 0.907 -0.406 0.30 -0.27 -0.30
H 0.857 2.415 -1.153 0.11 0.00 0.48
```
Positions in Å, forces in eV/Å.

- total charge = +1

natural (NBO) population analysis, charges in e, atoms 1 to 8: -0.620, -0.418, -0.477, -0.049, 0.226, 0.228, 0.217, 0.191

---

6.
A gas-phase ion, C5H14NS (charge +1). Source: OMol25; level of theory: ωB97M-V/def2-TZVPD.

The geometry in XYZ format:
```
21
Properties=species:S:1:pos:R:3:forces:R:3
C 0.719 1.377 1.347 1.32 -0.84 1.42
C 1.355 0.902 -1.152 -2.03 1.58 -0.42
C -0.888 -1.341 -1.060 0.16 1.06 -1.40
C 0.795 0.381 0.174 -0.55 -0.51 1.23
C -0.518 -0.379 -0.002 1.15 -0.33 1.92
N -0.903 -1.116 1.301 3.91 -1.68 -1.00
S -2.111 0.981 -0.180 -1.80 3.06 -0.13
H -0.198 1.326 1.898 -0.69 -0.57 0.65
H 1.577 1.250 2.118 -1.37 0.26 -1.47
H 0.680 2.380 1.057 0.53 1.65 -0.75
H 1.237 2.064 -1.429 0.44 -2.62 1.19
H 0.712 0.391 -1.861 0.34 0.13 -0.80
H 2.327 0.531 -1.289 1.42 0.06 -0.36
H -1.255 -0.768 -1.919 -0.29 -0.12 -0.16
H -1.631 -2.096 -0.844 -0.34 0.07 0.43
H -0.040 -1.830 -1.454 1.21 -0.90 -0.46
H 1.349 -0.424 0.659 1.30 -0.08 -0.78
H -0.473 -2.063 1.013 -2.44 0.94 0.68
H -0.336 -1.027 2.161 -0.64 1.30 -0.22
H -1.880 -0.883 1.396 -1.00 -1.06 0.65
H -1.252 2.104 -0.084 -0.62 -1.39 -0.22
```
Positions in Å, forces in eV/Å.

- total charge = +1
- multiplicity = 3

natural (NBO) population analysis, charges in e, atoms 1 to 8: -0.625, -0.610, -0.737, -0.295, 0.057, -0.771, 0.211, 0.195

---

7.
A molecular structure, C5H14NS. Source: OMol25; level of theory: ωB97M-V/def2-TZVPD.

The geometry in XYZ format:
```
21
Properties=species:S:1:pos:R:3:forces:R:3
C -3.038 0.289 -0.963 0.24 -0.89 0.11
C -1.513 0.130 -0.841 -0.54 -0.39 0.33
C -1.097 -0.968 0.162 0.37 1.14 0.99
C 0.350 -1.379 0.097 0.25 1.50 0.67
S 1.612 0.461 0.660 -1.85 -1.66 0.10
C 2.931 -0.571 0.688 0.48 -1.07 1.73
N -0.882 1.444 -0.441 0.53 -0.67 2.35
H -3.338 1.083 -1.645 0.09 0.03 0.00
H -3.411 -0.668 -1.366 0.02 0.45 0.02
H -3.536 0.414 0.010 0.31 0.14 -0.20
H -1.044 -0.124 -1.781 -0.11 0.10 -0.56
H -1.685 -1.856 -0.040 -0.23 -0.36 -0.09
H -1.342 -0.649 1.213 0.05 -0.46 -0.86
H 0.795 -1.528 -0.903 -0.14 -0.08 0.57
H 0.711 -2.028 0.929 -0.22 0.52 -0.84
H 2.808 -1.333 1.482 0.00 0.17 -0.21
H 3.047 -1.059 -0.226 0.24 -1.03 -1.73
H 3.749 0.009 0.913 2.32 1.07 0.49
H -0.963 2.135 -1.150 0.06 0.86 -1.09
H 0.140 1.276 -0.165 -2.15 1.00 -1.09
H -1.350 1.847 0.407 0.27 -0.38 -0.68
```
Positions in Å, forces in eV/Å.

- total charge = +2
- multiplicity = 2

natural (NBO) population analysis, charges in e, atoms 1 to 8: -0.646, -0.035, -0.527, -0.171, 0.637, -0.850, -0.682, 0.258

---

8.
3 unconnected molecules or ions with the total composition C5H14NS2. Source: OMol25; level of theory: ωB97M-V/def2-TZVPD.

The geometry in XYZ format:
```
22
Properties=species:S:1:pos:R:3:forces:R:3
N 3.422 1.299 -0.636 -0.45 -0.59 0.39
C 0.714 3.073 -1.390 0.63 0.63 1.77
C 0.733 3.523 -0.093 0.01 -2.28 -3.03
S 0.480 -0.177 0.657 -2.41 0.77 -2.86
S -0.958 -0.038 -0.773 1.56 -1.31 4.26
C -2.336 -1.010 0.126 0.71 -1.64 -1.94
C -1.817 -2.558 0.193 -1.43 1.72 0.72
C -1.132 -2.957 1.449 4.17 -2.20 0.77
H 2.713 1.014 -1.326 0.64 0.08 0.56
H 4.343 1.055 -0.996 -0.24 0.01 0.15
H 3.263 0.801 0.260 0.29 0.39 -1.09
H 0.806 1.970 -1.484 0.46 0.96 -0.51
H 0.813 3.726 -2.290 -0.91 -0.71 0.83
H 1.096 2.790 0.621 -0.58 0.18 0.46
H 0.398 4.475 0.195 0.30 1.33 0.41
H -3.162 -1.020 -0.611 0.33 0.40 0.45
H -2.643 -0.577 1.082 0.42 0.09 -0.22
H -1.349 -2.883 -0.724 0.10 0.13 -0.25
H -2.709 -3.114 0.357 -1.34 -0.20 -1.07
H -0.852 -2.132 2.109 0.32 -0.08 -0.22
H -1.716 -3.622 2.119 0.11 0.28 -0.71
H -0.106 -3.639 1.157 -2.70 2.06 1.11
```
Positions in Å, forces in eV/Å.

- total charge = +1

natural (NBO) population analysis, charges in e, atoms 1 to 8: -1.062, -0.386, -0.368, 0.254, 0.571, -0.504, -0.432, -0.642

---

9.
2 unconnected molecules or ions with the total composition C5H14O. Source: OMol25; level of theory: ωB97M-V/def2-TZVPD.

The geometry in XYZ format:
```
20
Properties=species:S:1:pos:R:3:forces:R:3
C 0.435 1.016 -0.894 -0.13 0.41 -0.45
C -0.369 -0.103 -1.563 -0.88 0.25 -0.75
C -1.122 -1.165 -0.746 0.80 1.22 0.19
C -0.170 -2.081 0.017 -0.61 -0.63 -0.92
C -0.228 1.751 0.277 -0.62 -1.02 -0.69
H 1.456 0.707 -0.655 -0.03 -0.09 0.12
H 0.512 1.745 -1.705 0.54 0.08 0.08
H 0.215 -0.539 -2.382 0.31 -0.30 0.38
H -1.143 0.407 -2.150 -0.15 0.13 0.17
H -1.815 -1.623 -1.451 0.09 -0.60 0.24
H -1.740 -0.607 -0.035 -0.13 -0.16 0.05
H 0.326 -2.763 -0.680 0.16 0.14 -0.02
H 0.605 -1.497 0.508 -0.08 -0.13 0.31
H -0.727 -2.738 0.685 0.21 0.20 0.41
H 0.451 2.456 0.731 -0.02 0.20 0.22
H -1.151 2.234 -0.052 0.15 0.26 -0.12
H -0.559 1.009 0.995 0.04 0.23 0.38
H 0.469 -0.091 2.344 0.24 0.12 0.15
H 1.627 0.507 1.572 0.06 0.04 0.02
O 1.249 0.469 2.455 0.04 -0.38 0.22
```
Positions in Å, forces in eV/Å.

- SMILES = CCCCC.O

natural (NBO) population analysis, charges in e, atoms 1 to 8: -0.404, -0.395, -0.400, -0.615, -0.609, 0.182, 0.209, 0.202

---

10.
2 unconnected molecules or ions with the total composition C5H14O. Source: OMol25; level of theory: ωB97M-V/def2-TZVPD.

The geometry in XYZ format:
```
20
Properties=species:S:1:pos:R:3:forces:R:3
C 0.161 -1.591 -5.748 0.40 -0.99 1.39
C 0.702 -0.707 -4.574 -0.28 2.94 -2.81
C 1.835 -1.234 -3.759 1.07 0.62 2.67
H -0.892 -1.910 -5.674 0.41 0.07 0.54
H 0.778 -2.542 -5.858 -0.62 1.43 -0.30
H 0.158 -0.917 -6.564 0.34 -0.05 -1.45
H -0.151 -0.118 -4.169 0.44 -1.22 1.02
H 1.164 0.278 -5.063 -0.51 -2.03 0.43
H 1.635 -2.204 -3.200 0.26 1.12 -0.78
H 2.807 -1.295 -4.335 -1.27 -0.26 0.40
H 2.055 -0.409 -2.960 -0.25 -1.62 -1.09
C -0.614 1.182 6.311 -5.24 -0.98 1.44
O -1.145 -0.104 5.937 -1.28 -0.63 -2.84
C -1.289 2.210 5.373 -1.57 -2.21 0.07
H -1.123 1.201 7.336 1.10 1.16 -0.89
H 0.371 0.945 6.471 2.83 0.80 -0.23
H -1.734 0.074 5.122 1.55 -0.93 2.08
H -1.795 2.992 5.902 0.13 0.68 0.27
H -0.729 2.559 4.548 0.80 0.52 -0.70
H -2.193 1.591 4.905 1.67 1.59 0.80
```
Positions in Å, forces in eV/Å.

- SMILES = CCC.CCO

natural (NBO) population analysis, charges in e, atoms 1 to 8: -0.622, -0.413, -0.618, 0.206, 0.207, 0.213, 0.215, 0.181

---

11.
2 unconnected molecules or ions with the total composition C5H14O. Source: OMol25; level of theory: ωB97M-V/def2-TZVPD.

The geometry in XYZ format:
```
20
Properties=species:S:1:pos:R:3:forces:R:3
C 1.748 0.197 -0.462 0.17 -0.42 0.15
C 2.827 1.041 0.197 -0.34 0.43 -0.35
O 2.236 -0.604 -1.536 0.82 0.13 -0.22
H 1.307 -0.503 0.247 -0.16 0.15 0.13
H 0.963 0.857 -0.836 -0.07 -0.09 -0.13
H 3.558 1.286 -0.572 0.32 0.06 0.05
H 3.186 -0.416 -1.667 -0.84 -0.14 0.11
H 3.316 0.604 1.063 -0.01 -0.14 -0.10
H 2.380 1.997 0.466 0.12 0.04 0.35
C -1.923 -0.303 0.995 0.31 0.52 0.58
C -2.362 1.050 0.443 0.61 0.55 0.15
C -2.598 -1.451 0.280 -0.52 0.09 0.26
H -0.831 -0.408 0.989 -0.16 0.06 -0.33
H -2.161 -0.296 2.064 -0.15 -0.24 -0.02
H -1.859 1.910 0.925 -0.28 -0.49 0.12
H -3.674 -1.436 0.466 -0.05 0.03 0.12
H -2.503 -1.332 -0.789 0.30 -0.20 -0.39
H -3.435 1.172 0.560 -0.16 0.08 -0.03
H -2.113 1.175 -0.606 -0.09 -0.25 -0.34
H -2.237 -2.421 0.605 0.17 -0.14 -0.11
```
Positions in Å, forces in eV/Å.

- SMILES = CCC.CCO

natural (NBO) population analysis, charges in e, atoms 1 to 8: -0.060, -0.641, -0.723, 0.168, 0.162, 0.199, 0.464, 0.214

---

Number 1: DFT total energy -15071.178 eV. Number 2: DFT total energy -19778.128 eV. Number 3: DFT total energy -19772.376 eV. Number 4: DFT total energy -17735.496 eV. Number 5: DFT total energy -17730.028 eV. Number 6: DFT total energy -17724.811 eV. Number 7: DFT total energy -17717.095 eV. Number 8: DFT total energy -28560.944 eV. Number 9: DFT total energy -7459.230 eV. Number 10: DFT total energy -7457.086 eV. Number 11: DFT total energy -7459.036 eV.